Computed, not measured: 11 unconnected molecules or ions with the total composition C44H110O22 in a non-equilibrium geometry, with ωB97M-V with the def2-TZVPD basis set.

energy: -3397.1816 Ha
structure (SMILES): COCCOC.COCCOC.COCCOC.COCCOC.COCCOC.COCCOC.COCCOC.COCCOC.COCCOC.COCCOC.COCCOC
ΔE to the lowest compared entry with this formula, charge and spin: 19.43 kcal per mole

Geometry (Å):
C: -40.35573 25.47165 39.54884
O: -40.60123 25.64230 38.20676
C: -39.85504 26.70234 37.62301
C: -40.38464 26.90810 36.23672
O: -41.66692 27.48763 36.25819
C: -42.07766 27.86445 34.97481
H: -40.66240 26.34949 40.13291
H: -39.31140 25.24840 39.80461
H: -40.95537 24.63442 39.91120
H: -38.81028 26.39136 37.46516
H: -39.91399 27.61563 38.22465
H: -40.36059 25.98274 35.64936
H: -39.72349 27.65249 35.75395
H: -42.18296 26.98064 34.32724
H: -41.37694 28.56472 34.50579
H: -43.06519 28.30848 35.08774
C: -41.27943 27.11421 30.78960
O: -40.05728 27.41003 31.42126
C: -39.23398 26.27247 31.58360
C: -38.06645 26.65609 32.44686
O: -37.26880 27.61394 31.79970
C: -36.08713 27.89093 32.53772
H: -41.16116 27.02486 29.70530
H: -41.96875 27.92457 31.03761
H: -41.77199 26.20977 31.17751
H: -38.91974 25.79967 30.64656
H: -39.83821 25.55905 32.16678
H: -37.51776 25.73383 32.69467
H: -38.46711 27.04719 33.39675
H: -36.36243 28.32509 33.50683
H: -35.53286 28.62238 31.95365
H: -35.46715 27.00277 32.69320
C: -32.41510 26.19412 40.16295
O: -33.32990 27.25087 39.96752
C: -34.45257 26.80838 39.23207
C: -35.39243 27.93553 38.88605
O: -36.08670 27.47159 37.72191
C: -36.74816 28.52442 37.03420
H: -32.86762 25.45306 40.83194
H: -31.50925 26.56212 40.63921
H: -32.22635 25.78111 39.16619
H: -34.99474 25.97364 39.71462
H: -34.11962 26.34042 38.28765
H: -34.83569 28.82534 38.59085
H: -36.10963 28.07885 39.70240
H: -37.63278 28.80358 37.61654
H: -36.99709 28.16853 36.03369
H: -36.10849 29.40107 36.86124
C: -37.31575 23.73339 41.76826
O: -38.18621 24.63267 42.45349
C: -37.89647 25.98123 42.19686
C: -38.77443 26.88522 43.02431
O: -40.01297 27.12974 42.49872
C: -40.98983 26.21151 42.84393
H: -36.27512 23.91210 42.08151
H: -37.36403 23.84861 40.68123
H: -37.63333 22.75209 42.10907
H: -38.01937 26.21762 41.13094
H: -36.83907 26.16860 42.45660
H: -38.25969 27.83897 43.08369
H: -38.81800 26.49269 44.05024
H: -41.09253 26.09928 43.93904
H: -40.78439 25.20045 42.47911
H: -41.99293 26.51380 42.54973
C: -26.34882 23.46031 41.82591
O: -27.18658 23.04804 40.78250
C: -27.91766 24.08886 40.21439
C: -29.27381 23.48953 39.86877
O: -29.33651 22.79504 38.62053
C: -28.40733 21.76114 38.44222
H: -26.92690 23.70899 42.72516
H: -25.72168 24.29860 41.51833
H: -25.73329 22.61007 42.12274
H: -27.44952 24.49460 39.30820
H: -28.14254 24.95460 40.84866
H: -30.02701 24.26525 39.69030
H: -29.65487 22.85038 40.67475
H: -28.38470 21.04490 39.26991
H: -27.38611 22.14370 38.30390
H: -28.67279 21.25383 37.51442
C: -32.32889 22.70855 41.84259
O: -31.64248 21.78572 42.66555
C: -32.16773 20.46956 42.59572
C: -31.75872 19.72470 43.84190
O: -32.21471 20.31159 45.04293
C: -33.63955 20.30936 45.17064
H: -31.66293 23.45632 41.40936
H: -32.92182 23.30982 42.55511
H: -32.99869 22.33997 41.06404
H: -31.67701 20.00724 41.72496
H: -33.24507 20.44863 42.39763
H: -30.67130 19.65550 43.85704
H: -32.14957 18.69494 43.80956
H: -34.10222 19.52449 44.57182
H: -34.01289 21.27834 44.81100
H: -33.82835 20.26959 46.23883
C: -43.52260 31.84072 37.44216
O: -43.64685 30.90399 38.50492
C: -42.53368 30.05068 38.62442
C: -41.54300 30.55390 39.65839
O: -40.57728 29.54748 39.78602
C: -39.59768 29.85193 40.76041
H: -44.40762 32.47040 37.46734
H: -43.43473 31.32029 36.48553
H: -42.64721 32.48285 37.60837
H: -42.03903 29.88193 37.66510
H: -42.88675 29.07025 38.95284
H: -42.04356 30.72120 40.61963
H: -41.04044 31.48514 39.35620
H: -40.11336 30.33968 41.59496
H: -38.82009 30.48243 40.32507
H: -39.23690 28.89594 41.12504
C: -39.31112 30.43272 35.63608
O: -38.80538 29.83191 34.44893
C: -39.27178 30.38444 33.22989
C: -39.30067 31.86550 32.96921
O: -40.01208 32.61525 33.93953
C: -39.59703 33.96067 34.01463
H: -39.10219 29.77213 36.47101
H: -40.41524 30.43491 35.57622
H: -39.00357 31.47095 35.73839
H: -40.23832 29.92227 32.96217
H: -38.62328 29.91151 32.48141
H: -39.80461 31.97260 31.98945
H: -38.31014 32.29946 32.75500
H: -40.14645 34.42287 34.83235
H: -39.78948 34.47894 33.07213
H: -38.53700 34.00143 34.29756
C: -28.70585 25.93732 36.60428
O: -29.15390 26.45921 37.83805
C: -28.47133 27.63191 38.18990
C: -29.31395 28.47680 39.08043
O: -30.35226 28.98111 38.26553
C: -31.34722 29.67714 38.93994
H: -28.78455 26.69798 35.82217
H: -29.32422 25.09047 36.31148
H: -27.68243 25.55093 36.71274
H: -28.13177 28.23370 37.33975
H: -27.54152 27.32212 38.70411
H: -28.76583 29.33442 39.49859
H: -29.68917 27.89293 39.93507
H: -31.07160 30.72004 39.15634
H: -31.62241 29.19382 39.88092
H: -32.21119 29.71186 38.27945
C: -23.96602 29.53339 42.66019
O: -25.19170 29.02663 42.23097
C: -25.21396 27.60009 42.21954
C: -26.63416 27.16406 41.95276
O: -27.22965 26.71650 43.15569
C: -28.61269 26.96152 43.22111
H: -23.12875 29.07743 42.09664
H: -23.73812 29.27048 43.70447
H: -23.92733 30.60310 42.48897
H: -24.95975 27.29837 43.24137
H: -24.53949 27.20749 41.45265
H: -26.56095 26.30770 41.26344
H: -27.21587 27.90794 41.40198
H: -29.10702 26.68362 42.28070
H: -28.80939 27.98966 43.53151
H: -29.05101 26.28309 43.95775
C: -33.39450 25.69215 44.53112
O: -33.18599 26.30806 43.29057
C: -32.65917 27.60670 43.36281
C: -33.60568 28.64383 43.90766
O: -33.33748 29.88556 43.34564
C: -33.98787 30.90512 44.04626
H: -33.48295 26.40772 45.35603
H: -32.57718 25.01768 44.80692
H: -34.33922 25.14669 44.48123
H: -32.29463 27.86898 42.36689
H: -31.70830 27.59369 43.92813
H: -33.61767 28.65595 45.00105
H: -34.59260 28.34033 43.54644
H: -33.72274 30.96316 45.10675
H: -35.07296 30.76257 43.94368
H: -33.70696 31.84889 43.58343

Atom charges from the Löwdin analysis, given in e for atoms 1 to 5: -0.127, -0.154, -0.186, -0.213, -0.174